The following is a DFT calculation (ωB97M-V/def2-TZVPD) of a 4-piece molecular cluster, C20H35N4O7 overall.

The spin multiplicity is 1. The calculation puts the total energy at -1528.5896 Ha. The calculation puts the HOMO energy at -12.5 eV. Its lowest unoccupied orbital energy is -2.159 eV. The total charge is +1. The value obtained for the HOMO-LUMO gap is 0.3802 Eh.

Each line ends with the Mulliken charge.
Atoms and positions in Å:
C -3.41 0.46 -4.15  0.57
C -4.85 2.24 -3.96  -0.43
H -5.72 1.94 -3.37  0.27
H -5.12 -0.38 -5.07  0.27
H 0.93 -0.46 -1.67  0.43
O 4.48 -1.62 2.67  -0.54
H -0.92 3.00 1.23  0.41
H 1.91 -1.24 0.22  0.66
H -0.18 -2.14 2.66  0.11
H 6.97 2.06 2.07  0.33
H 2.56 0.19 -1.91  0.40
H -4.79 -2.04 1.12  0.45
H -0.21 3.52 -0.90  0.42
C -3.99 -1.34 0.91  -0.13
C 4.91 -0.50 2.57  0.58
H 2.29 -3.89 2.31  0.26
C 1.48 -0.34 0.68  -0.18
C -2.82 0.41 0.73  0.38
H -3.84 0.02 -6.20  0.34
N -2.05 -0.61 0.30  0.65
O 0.02 -4.86 3.68  -0.36
C 0.31 -3.03 2.27  0.12
N -2.82 -1.74 0.43  -0.34
H -1.21 1.78 -2.86  0.19
H 7.04 -0.67 2.72  0.34
H -2.47 -2.65 0.18  0.20
H 6.60 1.51 3.70  0.26
H 1.05 1.39 -3.39  0.41
H 1.40 2.50 -2.06  0.34
O -3.69 1.58 -3.43  -0.35
C 1.18 -4.15 4.15  -0.50
H 6.44 -0.16 1.15  0.26
H -4.70 3.31 -3.85  0.32
C -0.54 -4.22 2.64  0.30
C -0.60 1.66 -1.97  0.66
C 1.56 0.44 -1.55  -0.53
C -1.12 2.21 0.50  -0.53
H -0.38 1.43 0.70  0.02
H -0.89 0.68 -1.57  -0.40
H -5.97 1.81 -5.79  0.35
C -4.95 1.77 -5.41  -0.53
H 0.88 -3.55 5.00  0.28
H 4.49 2.55 3.19  0.33
H -4.32 2.40 -6.05  0.27
H 4.60 2.11 1.47  0.19
C 1.64 -3.30 2.96  -0.40
H -3.15 2.29 1.20  0.26
C 0.90 1.56 -2.32  -1.26
O 1.59 0.78 -0.17  -0.33
O 4.11 0.58 2.77  -0.31
N -2.45 1.68 0.82  -0.02
O -1.57 -4.57 2.13  -0.59
C 4.84 1.80 2.49  -0.39
C -0.97 2.73 -0.93  -0.69
H 1.98 -0.17 1.63  0.22
H 0.37 -2.95 1.19  0.25
O -2.53 -0.28 -3.82  -0.57
H 1.91 -4.89 4.48  0.33
C 6.31 -0.04 2.23  -0.52
N -4.04 -0.04 1.11  -0.68
H -1.90 3.22 -1.22  0.25
C -4.37 0.36 -5.32  -0.51
H 0.40 -0.53 0.86  -0.43
H -1.12 -0.62 -0.08  0.16
C 6.31 1.42 2.65  -0.49
H 2.20 -2.42 3.26  0.19